[1]
The following is a DFT calculation (ωB97M-V/def2-TZVPD) of a structure of composition C21H41HgIN2Si4.

Each line ends with the Löwdin charge.
Cartesian coordinates (Å):
C1 1.68360 3.59280 0.12493  -0.1715
C2 2.92138 1.63598 -2.38427  -0.3492
H1 1.57764 4.46111 -0.53232  -0.0434
H2 2.72951 3.24907 0.02315  0.0103
H3 1.31304 3.78603 1.12603  -0.0205
H4 2.97204 1.17020 -3.35034  -0.0323
H5 3.17169 2.75252 -2.40821  -0.0114
H6 3.61209 1.19587 -1.59534  -0.0339
C3 -2.70427 1.58635 -1.91423  -0.2227
C4 -3.85863 1.54848 -2.70766  -0.0558
C5 -3.89539 0.66301 -3.78040  -0.0548
C6 -2.76777 -0.14758 -4.01510  -0.0007
H7 -2.61123 2.29385 -1.08486  0.0797
H8 -4.69395 2.21222 -2.45292  0.1118
H9 -4.77911 0.58656 -4.43742  0.1143
H10 -2.74679 -0.88586 -4.82034  0.1007
N1 -1.63763 0.81711 -2.12699  0.0603
C7 -1.62606 -0.01507 -3.17982  -0.2271
C8 -0.41564 -0.84110 -3.38304  -0.2248
N2 0.70442 -0.41661 -2.77085  0.0796
C9 1.78078 -1.19827 -2.82659  -0.1664
C10 0.66775 -2.83861 -4.18571  -0.0587
C11 1.83051 -2.40612 -3.54799  -0.0497
H11 2.66889 -0.83778 -2.29466  0.0931
H12 2.77467 -2.95623 -3.58381  0.1102
C12 -0.47793 -2.05975 -4.08258  -0.0248
H13 -1.42646 -2.37020 -4.49390  0.1012
H14 0.65559 -3.76974 -4.74925  0.1105
Hg1 1.18603 1.89849 -1.17356  0.6873
I1 -0.11764 3.79337 -2.95382  -0.0168
C13 3.58208 0.20593 1.62101  -0.2192
Si1 1.92398 0.42764 2.53484  0.3308
C14 1.86644 -0.75594 3.98577  -0.2090
C15 1.86059 2.18937 3.19492  -0.2145
Si2 0.27661 0.22028 0.84831  0.4787
Si3 -0.00649 -2.15291 0.80561  0.3457
C16 -0.61177 -2.92208 2.44645  -0.1914
C17 -1.23442 -2.71872 -0.47421  -0.2064
C18 1.66595 -2.92457 0.40738  -0.2087
Si4 -1.71105 0.83737 1.96029  0.3180
C19 -1.72963 0.49950 3.83647  -0.1987
C20 -1.83496 2.69154 1.69955  -0.2368
C21 -3.22790 -0.03048 1.28535  -0.2164
H15 4.34874 0.74859 2.19639  0.0310
H16 3.55875 0.61374 0.59840  -0.0058
H17 3.86690 -0.85470 1.57495  0.0181
H18 2.67264 -0.49281 4.68287  0.0408
H19 0.93122 -0.70834 4.54981  0.0195
H20 2.02502 -1.79921 3.70059  0.0200
H21 1.61800 2.93671 2.44584  -0.0334
H22 1.13658 2.29949 4.00342  0.0262
H23 2.85650 2.44776 3.56582  0.0368
H24 -1.61823 -2.58439 2.71928  0.0161
H25 -0.65899 -4.00869 2.28335  0.0386
H26 0.05166 -2.73916 3.29744  0.0079
H27 -0.79890 -2.76617 -1.47420  0.0108
H28 -1.58577 -3.72791 -0.22832  0.0389
H29 -2.11357 -2.07763 -0.55578  0.0181
H30 1.95002 -2.74283 -0.63051  0.0046
H31 2.48023 -2.56623 1.03783  0.0063
H32 1.58194 -4.00676 0.54661  0.0347
H33 -0.89035 0.96040 4.36719  0.0110
H34 -2.65745 0.93254 4.23604  0.0374
H35 -1.73462 -0.57077 4.06902  0.0180
H36 -1.57595 3.00720 0.67361  0.0038
H37 -2.87916 2.99879 1.90253  0.0377
H38 -1.17861 3.24574 2.39346  0.0311
H39 -3.35409 0.11063 0.20910  0.0070
H40 -3.22431 -1.10842 1.47209  0.0201
H41 -4.11876 0.38538 1.77335  0.0382

- E_HOMO (spin up / spin down): -7.3 / -7.4 eV
- Gap between HOMO and LUMO (spin up / spin down): 5.193 / 4.960 eV
- 2S+1: 1
- Electronic energy: -69207.152 eV
- Charge: 0
- Energy relative to the best compared isomer or geometry (same formula, charge and spin): 5.028 eV
- Lowest unoccupied orbital energy (spin up / spin down): -2.1 / -2.5 eV

[2]
The following is a DFT calculation (ωB97M-V/def2-TZVPD) of a cluster of 2 separate species, C21H41NO10P2S2Si in total.

Each line ends with the Löwdin charge.
Cartesian coordinates (Å):
C1 -4.57155 3.18288 -1.30568  -0.2572
P1 -3.70000 1.55607 -1.45806  0.9284
C2 -3.05408 1.61887 -3.16864  -0.2975
O1 -2.22729 1.78713 -0.54060  -0.2203
C3 -2.14831 1.10669 0.60943  -0.6094
O2 -2.88492 1.25952 1.55563  0.0938
C4 -0.92446 0.19898 0.60468  0.0037
C5 0.23416 0.86024 0.97953  -0.0995
C6 0.17937 2.30792 1.39223  -0.0496
C7 0.02502 2.35149 2.95387  -0.1989
O3 -0.22914 1.02702 3.42440  -0.2272
Si1 -0.40761 0.86192 5.09291  0.4579
C8 -2.13776 1.25371 5.70938  -0.1562
C9 -0.12867 -0.97740 5.45334  -0.1583
C10 0.87692 1.79983 6.10555  -0.1510
C11 1.39061 0.15105 0.97151  -0.1497
C12 2.70238 0.77913 1.33321  -0.0592
C13 3.34136 1.27422 0.01783  -0.2405
O4 4.61624 1.83740 0.25955  -0.0361
N1 1.38119 -1.12933 0.61380  0.2069
C14 0.28858 -1.78528 0.24236  -0.1696
C15 0.49855 -3.23392 -0.17427  -0.1124
C16 1.86413 -3.45019 -0.87154  -0.2011
C17 1.96355 -4.95512 -1.19235  -0.1858
C18 3.28288 -5.41265 -1.89078  -0.1981
S1 4.35432 -4.13660 -2.53998  0.5657
O5 5.35820 -4.82321 -3.27178  -0.2620
O6 4.92343 -3.35563 -1.48307  -0.2792
O7 3.56929 -3.24536 -3.59959  -0.1288
C19 -0.93174 -1.15599 0.24707  -0.1132
P2 -2.48140 -2.04301 -0.19607  0.2099
O8 -2.67657 -1.84241 -1.76184  -0.1682
O9 -2.30809 -3.65432 -0.03806  -0.2292
S2 -3.97512 -1.53769 0.87701  0.4221
H1 -4.27993 3.82059 -2.14862  0.0417
H2 -4.22716 3.69053 -0.40112  0.0330
H3 -5.65265 3.05597 -1.31697  0.0313
H4 -2.52537 2.56566 -3.32121  0.0192
H5 -3.84413 1.49986 -3.90634  0.0491
H6 -2.29825 0.83149 -3.25708  0.0273
H7 -0.67132 2.81466 0.93804  0.1202
H8 1.07501 2.84163 1.08035  0.1181
H9 0.97585 2.69794 3.37209  0.1021
H10 -0.80041 3.00235 3.25427  0.1293
H11 -2.09293 1.23176 6.80432  0.0352
H12 -2.85039 0.47487 5.42765  0.0385
H13 -2.49961 2.23217 5.38491  0.0327
H14 -0.72353 -1.22242 6.33997  0.0332
H15 -0.48057 -1.61215 4.63665  0.0239
H16 0.91805 -1.15789 5.70866  0.0225
H17 1.23863 2.71757 5.63312  0.0229
H18 1.75075 1.16012 6.27015  0.0304
H19 0.50946 2.05488 7.10263  0.0374
H20 3.39497 0.08638 1.81849  0.1407
H21 2.56157 1.65853 1.95382  0.1173
H22 2.70545 2.04260 -0.43925  0.1312
H23 3.41123 0.45195 -0.70983  0.1218
H24 4.68447 2.61807 -0.29676  0.0964
H25 2.28650 -1.58429 0.64720  0.1695
H26 -0.24066 -3.40501 -0.95402  0.1063
H27 0.32976 -3.93100 0.64765  0.1353
H28 1.84386 -2.82621 -1.76489  0.1138
H29 2.70291 -3.22975 -0.20689  0.1033
H30 1.07082 -5.31927 -1.70271  0.1217
H31 1.95699 -5.44822 -0.21466  0.1174
H32 3.04751 -6.12666 -2.67955  0.1116
H33 3.88187 -5.95115 -1.15766  0.1128
H34 3.34717 -2.38562 -3.21281  0.0912
H35 -2.97303 -2.66908 -2.17262  0.1001
H36 -2.10287 -3.85468 0.88434  0.0758
C20 -0.95878 3.19124 -7.05688  -0.1638
C21 -1.93974 3.98872 -6.16576  -0.5810
O10 -2.55583 3.16886 -5.28644  -0.3689
H37 -1.48299 2.42400 -7.63245  0.0461
H38 -0.45387 3.85811 -7.77620  0.0436
H39 -0.18249 2.70822 -6.45578  0.0414
H40 -2.59711 4.53924 -6.88583  0.0701
H41 -1.32272 4.81948 -5.73297  0.0681

- E_HOMO: -4.6 eV
- Gap between HOMO and LUMO: 2.671 eV
- 2S+1: 1
- Electronic energy: -92531.638 eV
- Charge: 0
- Lowest unoccupied orbital energy: -2.0 eV

[3]
The following is a DFT calculation (ωB97M-V/def2-TZVPD) of a structure of composition C21H42AsF6O21Rb.

Each line ends with the Löwdin charge.
Cartesian coordinates (Å):
Rb1 1.85821 -5.15084 0.63007  0.9041
As1 0.60143 -1.48104 0.18141  0.9198
F1 -1.11346 -2.15081 0.43562  -0.2841
F2 0.30611 -0.34993 1.45688  -0.2416
F3 2.21729 -0.76199 -0.02422  -0.2500
F4 0.90883 -2.70658 -1.13085  -0.3253
F5 -0.05290 -0.17359 -0.91514  -0.2732
F6 1.21050 -2.47612 1.48906  -0.3476
C1 -2.34077 -0.31392 3.70010  -0.0580
O1 -3.30021 -0.54312 2.72293  -0.0385
C2 -4.39221 0.27453 2.64522  -0.5072
O2 -4.56038 1.30824 3.26792  0.1379
O3 -5.26922 -0.24992 1.71937  -0.0231
C3 -4.94875 -1.40424 0.91254  -0.0376
H1 -1.76798 -1.23977 3.64705  0.0657
H2 -2.62537 -0.14111 4.73800  0.1031
H3 -1.72762 0.53607 3.40065  0.0954
H4 -5.69923 -1.21612 0.14476  0.1013
H5 -4.86663 -2.41262 1.31815  0.0801
H6 -3.94439 -1.32806 0.49594  0.0643
C4 -5.77985 2.97799 -2.70620  -0.0597
O4 -4.86367 2.19354 -2.01638  -0.0624
C5 -4.65132 2.19498 -0.65561  -0.4607
O5 -5.14628 2.90351 0.20406  0.1448
O6 -3.60575 1.28768 -0.38149  -0.0603
C6 -2.83055 0.63376 -1.40598  -0.0448
H7 -5.24366 3.72450 -3.29214  0.0936
H8 -6.41557 3.44208 -1.95215  0.0965
H9 -6.32919 2.34021 -3.39871  0.0925
H10 -3.50172 0.27067 -2.18431  0.0891
H11 -2.41476 -0.26924 -0.95897  0.0635
H12 -2.14522 1.39371 -1.78133  0.0925
C7 -0.47103 2.88079 0.78927  -0.0032
O7 -1.83736 3.19956 1.15783  0.0105
C8 -2.15527 3.92779 2.20953  -0.5617
O8 -3.29703 4.09902 2.68293  0.0971
O9 -1.06446 4.49086 2.75575  -0.0453
C9 -1.19299 5.27434 3.92588  -0.0484
H13 -0.31349 2.25010 -0.08567  0.0501
H14 0.04066 2.42536 1.63712  0.0964
H15 0.00412 3.83870 0.57774  0.0968
H16 -0.14174 5.49329 4.11304  0.0909
H17 -1.68587 4.83750 4.79441  0.1008
H18 -1.61847 6.23244 3.62737  0.0962
C10 1.22814 -1.60224 -3.55033  -0.0589
O10 2.17497 -1.98653 -4.50007  -0.0057
C11 3.26595 -2.63307 -4.14945  -0.5356
O11 3.52101 -3.15925 -3.05762  0.0938
O12 4.04072 -2.68687 -5.27368  -0.0279
C12 3.83303 -2.01463 -6.56907  -0.0017
H19 0.80268 -0.66437 -3.90736  0.1033
H20 1.62987 -1.41152 -2.55517  0.0548
H21 0.41317 -2.30798 -3.38955  0.0974
H22 3.21653 -1.12662 -6.42958  0.0874
H23 3.39743 -2.68557 -7.30946  0.0945
H24 4.82606 -1.62739 -6.79722  0.0925
C13 1.48818 2.31450 -2.13744  -0.0965
O13 2.16053 3.46952 -1.77972  -0.0283
C14 2.98244 4.11009 -2.74357  -0.5055
O14 2.85302 3.92592 -3.92167  0.1390
O15 3.70185 5.06807 -2.13417  0.0053
C15 4.56299 5.89025 -2.83995  -0.0739
H25 2.23169 1.57173 -2.42657  0.0976
H26 0.79089 2.48496 -2.95770  0.1019
H27 0.91600 1.81133 -1.35799  0.0453
H28 4.93655 5.32388 -3.69304  0.0899
H29 5.46918 6.24011 -2.34546  0.0984
H30 4.04927 6.71082 -3.34081  0.1005
C16 8.19274 -0.47958 -0.08753  -0.0759
O16 8.28007 -1.83221 0.25205  -0.0338
C17 7.17218 -2.67161 0.39182  -0.4136
O17 7.32815 -3.88440 0.61434  0.0971
O18 5.98777 -1.93541 0.09663  -0.0389
C18 4.76787 -2.60474 -0.11144  -0.0855
H31 7.70079 0.01843 0.74798  0.0949
H32 7.63662 -0.27906 -1.00329  0.0981
H33 9.22259 -0.12251 -0.09217  0.0984
H34 4.91679 -3.59962 -0.53112  0.0952
H35 4.09342 -1.97251 -0.68894  0.0725
H36 4.10882 -2.60714 0.75675  0.0742
C19 -1.40121 -3.99575 3.16973  -0.0463
O19 -2.17889 -4.31302 4.31486  0.0239
C20 -3.48145 -4.51951 4.13655  -0.5475
O20 -4.20104 -4.49281 3.06113  0.0292
O21 -3.97539 -4.69201 5.32346  0.0264
C21 -5.42468 -4.84802 5.43035  -0.0059
H37 -1.27924 -2.91835 3.05820  0.0643
H38 -1.81551 -4.29816 2.20797  0.0949
H39 -0.42623 -4.46356 3.30635  0.0849
H40 -5.91602 -4.40019 6.29414  0.0912
H41 -5.78155 -5.87794 5.42931  0.0952
H42 -5.85119 -4.28769 4.59835  0.0890

- E_HOMO: -9.4 eV
- Gap between HOMO and LUMO: 7.961 eV
- 2S+1: 1
- Electronic energy: -143253.660 eV
- Charge: 0
- Energy relative to the best compared isomer or geometry (same formula, charge and spin): 6.338 eV
- Lowest unoccupied orbital energy: -1.4 eV

- What is the formula in the third record?
  C21H42AsF6O21Rb

- Which value of charge does entry 3 give?
  0